128
Properties=species:S:1:pos:R:3:forces:R:3 method="wB97M-V/def2-TZVPD" charge=+1
La 0.522 -1.575 -0.132 -0.1392 -0.4155 -0.3608
C -2.980 -0.477 -0.045 -1.8458 -1.6066 0.7068
C -2.455 -0.463 1.347 -0.4918 1.3311 1.0229
N -1.524 -1.534 1.594 0.7097 0.0893 0.2684
C -2.084 -2.830 1.990 0.6923 0.0605 0.2196
C -2.787 -3.600 0.900 0.6441 0.4743 -0.7117
S -1.795 -3.761 -0.652 -0.3903 0.3257 0.5725
C -2.740 -2.827 -1.896 0.6544 1.5787 1.5004
C -2.166 -1.416 -2.163 0.2082 -0.7009 -0.4088
N -1.890 -0.631 -0.962 0.3735 0.1317 -0.7684
H -3.710 -1.336 -0.129 0.7503 0.9909 -0.2148
H -3.551 0.433 -0.129 -0.3367 0.4089 -0.6618
H -1.943 0.535 1.451 -0.2769 -1.1702 0.3124
H -3.269 -0.509 2.107 0.2337 0.2829 -0.5064
H -1.006 -1.192 2.392 0.4901 -0.2483 0.4255
H -1.191 -3.435 2.237 -0.4602 0.2018 0.4052
H -2.736 -2.699 2.873 0.1890 -0.3158 -0.2398
H -2.852 -4.602 1.200 -0.1264 -1.4681 0.7226
H -3.805 -3.322 0.719 -0.4752 0.5297 -0.4432
H -2.569 -3.418 -2.741 -0.2915 -0.6942 -1.5551
H -3.794 -2.736 -1.626 0.1261 -0.5426 -0.1015
H -1.192 -1.525 -2.682 -0.6751 0.0804 -0.0101
H -2.894 -0.943 -2.822 0.0440 0.3260 -0.2430
H -1.595 0.298 -1.250 0.2104 -0.0358 -0.1699
Se 3.354 2.159 -6.148 -0.2758 -0.3165 0.0051
P 1.296 2.144 -5.656 0.7042 0.0813 -0.9709
C 0.582 3.796 -5.597 -0.6150 -0.1972 0.0546
C 1.252 4.892 -6.124 1.6104 -0.2518 -0.1522
C 0.582 6.092 -6.213 0.2329 0.8832 -0.6117
C -0.741 6.194 -5.882 -0.4893 0.0264 0.0048
C -1.430 5.096 -5.423 1.3255 -1.4241 0.4338
C -0.784 3.874 -5.256 1.1256 0.9900 0.2119
C 0.141 1.436 -6.854 0.2908 0.2577 -0.9962
C -1.126 1.005 -6.458 -0.6727 -0.3367 -1.8271
C -2.067 0.645 -7.465 0.7178 -0.1553 0.4004
C -1.709 0.688 -8.827 -0.0988 0.2759 2.3328
C -0.476 1.182 -9.178 0.0536 0.1687 -0.0412
C 0.445 1.603 -8.223 0.1598 -0.4543 -0.3011
C 0.905 1.287 -4.152 0.3717 0.1848 1.8253
C 1.088 -0.007 -3.597 -0.3581 0.4304 -0.7226
N 0.690 0.057 -2.324 -0.3488 1.1116 0.8175
N 0.325 1.355 -2.074 0.4421 -1.3587 0.6791
N 0.503 2.091 -3.109 -0.3290 -0.6348 -1.3745
P 1.927 -1.547 -4.046 -0.0535 -0.4714 0.3543
Se 1.230 -3.232 -2.694 0.2636 1.0484 -1.1360
C 1.664 -1.992 -5.805 2.1356 1.1473 1.5560
C 2.736 -2.014 -6.705 -0.2611 -0.3746 -1.1038
C 2.489 -2.425 -8.024 -0.5879 0.3215 1.3198
C 1.188 -2.684 -8.391 -1.3377 -0.2794 -0.7960
C 0.121 -2.625 -7.468 0.8970 0.9217 -0.1729
C 0.374 -2.241 -6.140 -1.0829 -1.5180 -1.5713
C 3.685 -1.180 -3.662 -1.3834 -0.3392 0.2316
C 4.494 -2.288 -3.529 2.2452 0.4558 0.1532
C 5.809 -2.043 -2.993 -0.2462 -1.8906 0.2347
C 6.237 -0.813 -2.594 -2.4347 1.5395 -1.2115
C 5.339 0.279 -2.814 1.9280 1.1395 1.6008
C 4.065 0.120 -3.228 -1.1417 -1.1939 -1.1059
H 2.337 4.845 -6.453 -1.5102 -0.2217 0.5640
H 1.049 6.998 -6.589 0.3042 -0.2832 0.0350
H -1.251 7.134 -5.973 -0.1213 0.3410 -0.0286
H -2.394 5.154 -5.049 -1.9107 0.3898 0.3407
H -1.214 3.038 -4.717 -0.3509 0.2586 -0.3389
H -1.411 1.016 -5.419 -0.0255 -0.2736 0.1505
H -3.064 0.282 -7.195 0.3646 0.2294 0.0335
H -2.423 0.401 -9.548 -0.5861 -0.2980 -0.7805
H -0.296 1.257 -10.232 0.5110 0.1737 -0.2967
H 1.394 2.021 -8.621 -0.5647 -0.3322 0.8679
H 3.749 -1.704 -6.506 0.0190 0.0177 0.6908
H 3.257 -2.524 -8.754 0.6074 0.1603 -0.2543
H 0.989 -2.902 -9.470 0.0012 0.0350 1.1615
H -0.884 -2.724 -7.828 -0.3242 -0.3313 0.0097
H -0.392 -2.320 -5.377 -0.1144 0.3217 -0.1059
H 4.228 -3.309 -3.854 -0.0596 0.7626 0.3545
H 6.496 -2.872 -2.761 -0.5702 0.1435 -0.4836
H 7.171 -0.612 -2.151 0.9886 -0.0672 0.3355
H 5.648 1.303 -2.518 -0.0807 -0.7910 -0.1991
H 3.331 0.926 -3.266 0.5236 -0.1123 -0.0882
O 0.289 0.840 0.554 -0.0639 0.1244 0.0760
H 0.322 1.585 -0.079 0.0855 -0.2623 -0.1299
H 0.661 1.081 1.406 0.1650 0.2077 0.2527
O 1.435 -4.105 0.664 -0.0150 1.2875 0.6125
H 1.682 -4.994 0.407 0.2932 -0.0682 0.0656
H 2.027 -3.738 1.366 -0.4238 -0.7418 -0.5191
O 2.959 -1.066 -0.523 -0.3029 -0.2055 2.7717
H 3.458 -1.052 0.335 -0.6109 0.0314 -0.9141
H 3.574 -0.939 -1.211 1.2384 0.2709 -1.5679
Cl 1.816 -1.424 2.409 -0.1198 -0.1345 -0.3494
C -0.202 -2.105 6.428 -1.3771 -1.9765 1.7068
C -1.385 -1.176 6.815 1.4131 0.1881 0.2745
C -2.507 -1.577 5.892 -0.8442 1.9624 -0.0332
C -1.691 -1.512 8.279 -1.4241 1.0656 -0.4403
Si -0.828 0.658 6.604 -0.2107 -0.3791 0.4643
Br -1.220 0.929 4.389 0.2238 0.3689 -0.5999
C 1.080 0.947 6.911 -1.3614 0.0311 0.4923
C 1.965 0.269 5.841 0.6787 -0.6867 1.2992
C 1.421 0.449 8.365 0.8126 0.0348 -0.5682
C 1.241 2.481 6.751 0.6335 -0.4794 0.9513
C -2.124 1.853 7.419 2.2108 0.3165 0.7959
C -2.086 3.344 6.908 1.4955 -1.3849 0.8995
C -3.517 1.306 7.240 0.3722 0.6707 -0.2809
C -1.818 1.933 8.960 0.3114 0.6290 -0.9340
H -0.615 -3.161 6.649 0.7270 1.2452 -0.5798
H 0.667 -2.029 7.065 0.1378 0.2492 0.2962
H 0.142 -2.087 5.428 0.1182 0.2825 -1.2744
H -2.868 -2.502 6.198 -0.6784 -1.9879 0.5154
H -2.060 -1.670 4.933 -0.0727 -0.1401 -1.1232
H -3.400 -0.901 5.831 0.9331 -0.4107 0.0691
H -1.863 -2.569 8.404 -0.1664 -0.5137 -0.0592
H -2.612 -0.962 8.604 0.9284 -0.6057 0.0734
H -0.856 -1.253 8.888 0.5140 0.3051 0.7506
H 2.106 -0.812 6.021 -0.4254 0.4234 -0.1754
H 2.973 0.659 6.021 0.0600 0.2057 -0.3665
H 1.682 0.410 4.804 -0.1467 0.2126 -0.0256
H 1.457 -0.656 8.430 -0.2277 0.5757 -0.0156
H 0.812 0.856 9.185 -0.1840 -0.1443 -0.5159
H 2.440 0.784 8.611 -0.0179 -0.0537 -0.1291
H 0.643 2.766 5.924 -0.4328 0.7203 -0.9453
H 2.275 2.759 6.541 0.1052 -0.1305 -0.0485
H 0.948 3.077 7.623 -0.1633 -0.3238 -0.0449
H -2.234 3.418 5.862 -0.3272 -0.0643 -1.1712
H -1.070 3.787 7.100 -1.3038 -0.1114 0.1782
H -2.913 3.822 7.407 0.0082 0.7015 0.3008
H -3.665 1.232 6.155 -0.7265 -0.0134 0.3382
H -4.116 2.088 7.723 -0.6659 -0.4348 -0.3794
H -3.654 0.355 7.743 -0.2423 0.0117 -0.1329
H -0.856 2.427 9.187 -0.6975 0.3984 -0.1824
H -1.723 1.019 9.489 -0.1248 -1.3785 0.1177
H -2.692 2.408 9.397 0.1866 0.5873 0.3550

***

119
Properties=species:S:1:pos:R:3:forces:R:3 method="wB97M-V/def2-TZVPD" relative_energy_ev=1.081 charge=0
Sn -0.981 -0.221 -0.524 0.5538 0.2930 0.7138
C 5.867 2.328 2.916 -0.0028 0.0060 -0.0038
C 5.609 2.141 1.415 -0.1043 -0.0339 0.0251
C 6.458 0.972 0.913 -0.0438 -0.0074 0.0352
C 6.040 3.402 0.654 0.0139 -0.0143 -0.0151
C 4.117 1.893 1.178 0.0016 -0.0091 -0.0077
C 3.604 0.683 0.738 -0.1230 0.0296 -0.0149
C 2.249 0.563 0.445 0.0025 0.0486 -0.0608
Se 1.587 -1.152 -0.078 -0.0618 -0.2162 0.0899
C 1.098 -1.839 1.650 0.2614 0.0595 0.0828
C 2.034 -2.636 2.305 -0.1279 0.0720 -0.1471
C 1.751 -3.163 3.550 -0.0356 -0.0347 0.1453
C 0.496 -2.860 4.082 0.0473 0.0072 -0.0043
C -0.467 -2.071 3.466 -0.0660 -0.0091 0.0231
C -0.156 -1.505 2.200 -0.0182 0.1289 0.0330
O -0.998 -0.709 1.564 0.1761 -0.1316 -0.3450
C -1.784 -1.856 4.240 -0.0106 0.0326 -0.0561
C -2.866 -1.063 3.494 0.0584 0.0007 -0.0090
C -2.397 -3.224 4.585 0.0130 0.0249 0.0068
C -1.469 -1.097 5.539 -0.0040 -0.0117 -0.0152
C 2.737 -4.009 4.356 -0.0049 0.0293 -0.0425
C 3.100 -3.262 5.649 0.0146 -0.0316 -0.0259
C 4.028 -4.273 3.576 -0.0977 0.0556 -0.0041
C 2.103 -5.362 4.710 0.0377 0.0085 -0.0190
C 1.345 1.643 0.508 0.1933 0.1241 0.0321
O 0.153 1.582 -0.048 -0.3226 -0.2822 0.0195
C 1.821 2.813 1.162 -0.0032 0.0519 0.0573
C 3.183 2.901 1.428 -0.0346 -0.0037 0.0322
C 0.928 3.979 1.634 0.0464 -0.0760 -0.0849
C -0.575 3.744 1.453 -0.0099 -0.0264 0.0134
C 1.311 5.264 0.887 -0.0089 0.0135 0.0041
C 1.163 4.177 3.143 0.0023 0.0238 -0.0103
H 6.932 2.489 3.108 -0.0439 0.0133 -0.0071
H 5.546 1.441 3.467 0.0183 0.0345 0.0054
H 5.315 3.185 3.308 0.0291 -0.0308 -0.0058
H 7.518 1.212 1.021 -0.0265 -0.0108 0.0117
H 6.261 0.767 -0.142 0.0338 -0.0102 0.0324
H 6.262 0.062 1.486 0.0233 0.0170 -0.0386
H 7.105 3.598 0.810 -0.0471 -0.0083 0.0001
H 5.484 4.282 0.980 0.0321 -0.0150 -0.0021
H 5.867 3.275 -0.418 0.0201 0.0215 0.0279
H 4.232 -0.191 0.612 0.0272 0.0645 -0.0195
H 2.976 -2.823 1.807 0.0097 -0.0345 0.0462
H 0.258 -3.267 5.059 0.0005 0.0222 -0.0386
H -3.150 -1.553 2.563 -0.0156 0.0340 0.0229
H -2.536 -0.055 3.252 -0.0275 -0.0267 0.0119
H -3.748 -0.998 4.138 0.0187 -0.0305 -0.0037
H -2.609 -3.788 3.673 -0.0022 0.0129 0.0336
H -3.336 -3.079 5.125 0.0221 -0.0227 -0.0117
H -1.742 -3.831 5.212 -0.0246 0.0127 -0.0219
H -1.016 -0.128 5.313 -0.0155 -0.0278 0.0200
H -0.780 -1.654 6.178 -0.0110 0.0308 -0.0123
H -2.390 -0.922 6.103 0.0318 -0.0077 -0.0062
H 3.490 -2.268 5.418 0.0048 -0.0291 0.0193
H 3.865 -3.813 6.204 -0.0479 0.0154 0.0111
H 2.229 -3.142 6.297 0.0281 0.0144 -0.0195
H 4.549 -3.339 3.350 0.0100 -0.0484 -0.0179
H 3.822 -4.795 2.638 0.0449 0.0134 0.0235
H 4.697 -4.897 4.173 -0.0077 0.0134 -0.0161
H 1.225 -5.241 5.346 0.0154 -0.0097 -0.0241
H 2.825 -5.985 5.247 -0.0491 0.0099 -0.0004
H 1.795 -5.890 3.805 0.0199 -0.0004 0.0322
H 3.543 3.823 1.874 -0.0103 -0.0300 -0.0455
H -0.852 3.690 0.402 -0.0214 0.0101 0.0205
H -1.120 4.570 1.919 0.0466 -0.0062 -0.0035
H -0.889 2.812 1.926 -0.0145 0.0406 -0.0296
H 1.201 5.128 -0.192 -0.0129 0.0154 0.0283
H 2.345 5.554 1.088 -0.0292 -0.0132 -0.0293
H 0.662 6.088 1.200 0.0336 -0.0177 -0.0197
H 0.922 3.260 3.685 -0.0031 0.0410 -0.0004
H 0.522 4.980 3.518 0.0249 -0.0291 -0.0167
H 2.197 4.441 3.369 -0.0313 -0.0088 0.0054
N 1.023 0.751 -2.665 0.0329 -0.1095 -0.0767
N 0.864 0.404 -4.002 0.2163 -0.4593 0.1073
C 0.433 -0.830 -4.364 0.0265 0.1766 0.1878
N 0.163 -0.935 -5.698 0.2534 -0.1548 -0.0750
S 0.200 -2.111 -3.331 -0.0078 0.0393 -0.0632
H 0.410 1.514 -2.399 0.1034 -0.0036 -0.0548
H 1.985 0.996 -2.469 0.0538 0.0261 0.0482
H 0.788 1.146 -4.681 0.0968 -0.0499 0.0969
H 0.603 -0.296 -6.343 0.0077 -0.0250 0.0371
H 0.049 -1.879 -6.026 -0.0508 -0.0431 -0.0080
O -1.077 -4.429 0.318 -0.0483 -0.2803 0.1121
C -0.848 -3.369 0.029 -0.0759 0.1216 -0.2160
O -3.314 -0.773 -2.221 -0.4113 -0.0175 -0.5756
P -3.661 -0.225 -3.568 0.1231 -0.1725 0.6130
C -5.304 0.527 -3.544 0.0398 0.0433 0.0186
C -5.613 1.718 -4.195 -0.0213 -0.0577 -0.0421
C -6.854 2.311 -4.001 -0.0088 0.0096 -0.0204
C -7.782 1.719 -3.158 -0.0098 -0.0196 0.0242
C -7.485 0.521 -2.519 0.0465 -0.0038 -0.0335
C -6.247 -0.073 -2.707 0.0162 0.0469 -0.0755
C -3.594 -1.480 -4.855 -0.0897 0.0398 -0.0819
C -3.059 -2.714 -4.502 0.0198 -0.0224 -0.0592
C -2.947 -3.716 -5.459 -0.0086 0.0473 -0.0052
C -3.390 -3.490 -6.754 0.0315 -0.0026 0.0489
C -3.951 -2.265 -7.102 0.0194 0.0038 -0.0468
C -4.049 -1.259 -6.156 -0.0279 0.0102 0.0901
C -2.520 1.105 -4.037 0.1004 0.0041 -0.1586
C -2.244 2.053 -3.046 0.0183 0.0377 -0.0573
C -1.298 3.042 -3.264 -0.0927 0.0217 -0.0594
C -0.630 3.101 -4.485 -0.0700 0.1001 -0.0361
C -0.914 2.175 -5.479 -0.3445 0.2774 -0.1284
C -1.853 1.173 -5.256 -0.3561 0.1573 0.0100
H -4.883 2.192 -4.840 0.0054 0.0194 0.0473
H -7.089 3.245 -4.494 0.0117 -0.0114 -0.0059
H -8.737 2.199 -2.986 0.0026 -0.0269 -0.0342
H -8.209 0.061 -1.860 -0.0014 0.0063 -0.0045
H -5.984 -0.988 -2.190 -0.0223 0.0306 0.0400
H -2.728 -2.872 -3.484 0.0225 0.0212 -0.0408
H -2.505 -4.666 -5.189 -0.0372 -0.0001 -0.0067
H -3.305 -4.273 -7.498 -0.0118 0.0046 0.0094
H -4.310 -2.101 -8.110 0.0040 0.0132 0.0145
H -4.491 -0.303 -6.422 -0.0063 -0.0373 -0.0078
H -2.775 2.006 -2.102 0.0493 -0.0097 0.0116
H -1.084 3.764 -2.487 0.0154 -0.0046 0.0036
H 0.114 3.869 -4.656 -0.0310 0.0143 -0.0053
H -0.407 2.235 -6.435 -0.0010 0.0193 -0.0201
H -2.056 0.438 -6.026 0.0217 0.0785 0.0680

***

50
Properties=species:S:1:pos:R:3:forces:R:3 method="wB97M-V/def2-TZVPD" relative_energy_ev=4.012 smiles="CCOC(=O)[C@H]1CCCN(C(=O)c2cc(COc3ccc(C)nc3)on2)C1" charge=0
C -0.763 4.443 -3.904 0.1159 -0.2485 0.3179
C -0.678 4.025 -2.444 -0.0081 0.5283 -0.1186
H -1.669 3.968 -1.990 0.1435 -0.0011 -0.0115
H -0.049 4.724 -1.884 -0.1610 -0.1112 -0.0222
O -0.133 2.709 -2.311 -0.3753 -0.1889 -0.0145
C 1.193 2.593 -2.296 0.1896 -0.4467 0.0928
O 1.962 3.515 -2.379 0.0805 0.1614 -0.0237
C 1.613 1.143 -2.154 0.2255 0.2988 -0.0387
H 0.720 0.527 -2.024 0.0508 0.0114 0.0262
C 2.391 0.709 -3.403 -0.1768 -0.1780 0.0201
C 2.949 -0.698 -3.213 0.1381 0.2189 0.0843
C 3.792 -0.764 -1.941 0.0945 -0.5083 -0.2662
N 2.994 -0.347 -0.805 0.1685 -0.0384 -0.0856
C 2.606 -1.277 0.090 0.2694 0.0851 -0.3347
O 2.996 -2.434 0.041 -0.1613 -0.1219 0.2517
C 1.708 -0.885 1.211 -0.6047 0.0255 0.8669
N 0.880 0.131 1.257 0.3527 0.1062 -0.9454
O 0.215 0.064 2.427 -0.2639 -0.1450 0.6848
C 0.626 -1.011 3.114 0.6863 -0.6010 -0.4490
C 1.580 -1.667 2.390 -0.5056 0.4340 0.3377
H 2.117 -2.560 2.625 0.0795 -0.2379 0.0629
C 0.023 -1.285 4.458 0.1287 0.1141 0.1171
O -1.292 -0.808 4.590 -0.1512 0.1051 0.0039
C -2.261 -1.322 3.776 -0.3683 -0.1536 -0.2187
C -3.536 -0.763 3.896 0.6211 0.0384 0.2223
N -4.569 -1.153 3.183 -0.3501 0.0922 -0.0224
C -4.417 -2.128 2.294 0.1279 -0.2297 -0.1763
C -3.188 -2.751 2.106 -0.1387 0.1792 0.1301
C -2.093 -2.349 2.853 0.1279 0.1134 0.2157
H -1.139 -2.832 2.703 0.0518 -0.0104 0.0009
H -3.085 -3.544 1.380 0.0052 -0.0689 -0.0658
C -5.626 -2.523 1.507 0.0336 -0.0532 -0.0391
H -6.470 -1.911 1.810 -0.0496 0.0039 -0.0125
H -5.447 -2.386 0.442 -0.0622 -0.0216 -0.1016
H -5.865 -3.572 1.677 -0.0816 -0.0781 -0.0429
H -3.706 0.035 4.605 0.0858 0.1064 0.1269
H 0.087 -2.363 4.666 0.0235 0.1541 -0.0586
H 0.589 -0.749 5.228 -0.0775 -0.1651 -0.1230
C 2.518 1.007 -0.918 -0.3724 0.4879 0.0754
H 1.966 1.285 -0.022 0.2319 0.0914 -0.2154
H 3.379 1.674 -1.042 -0.0756 -0.0376 0.0415
H 4.138 -1.782 -1.753 0.0325 0.2077 -0.0357
H 4.656 -0.096 -2.025 -0.0105 -0.0125 0.0255
H 3.561 -0.979 -4.071 -0.0091 -0.0579 -0.0255
H 2.128 -1.412 -3.131 0.0049 -0.0912 -0.0191
H 1.738 0.740 -4.277 0.0235 0.0620 -0.0440
H 3.209 1.416 -3.565 -0.0048 0.0475 -0.0254
H 0.235 4.495 -4.333 0.0504 0.0430 -0.0560
H -1.354 3.726 -4.468 -0.0757 -0.0239 -0.0723
H -1.228 5.422 -3.976 -0.0592 0.1147 -0.0402

***

Result set for LUMO: -2.139 0.194 0.669 eV, one per record in the order listed.
Result set for highest occupied orbital energy: -9.8828 -7.1153 -8.7607 eV, one per record in the order listed.